Computed, not measured: C47H46BCrF2GeN5OS as an isolated structure in a non-equilibrium geometry, with ωB97M-V/def2-TZVPD.

Highest occupied orbital energy (alpha / beta) in hartree: -0.316 / -0.338
Multiplicity: 6
Net charge: +1
Energy relative to the best compared isomer or geometry (same formula, charge and spin) in kJ/mol: 488.7

Last column: Mulliken spin population.
Element x y z (Å)
Cr  -0.584  0.338  1.039  3.554
C  -1.429  2.820  4.592  -0.086
C  -0.809  1.852  3.873  0.316
N  -0.652  1.936  2.472  0.025
C  -1.328  3.020  1.836  0.164
C  -1.902  4.057  2.566  -0.136
C  -1.956  3.966  3.973  0.457
C  -2.440  5.177  1.848  0.029
C  -2.417  5.232  0.497  -0.052
C  -1.911  4.134  -0.261  0.054
C  -1.895  4.099  -1.662  0.001
C  -1.429  2.983  -2.312  0.085
C  -1.003  1.892  -1.550  0.201
N  -0.994  1.889  -0.231  -0.211
C  -1.407  3.015  0.428  -0.045
H  -1.483  2.703  5.666  0.003
H  -0.310  1.012  4.331  0.017
H  -2.405  4.760  4.552  0.016
H  -2.851  5.997  2.422  -0.003
H  -2.798  6.098  -0.028  0.000
H  -2.257  4.954  -2.220  0.000
H  -1.396  2.926  -3.390  0.002
H  -0.660  0.982  -2.025  -0.198
F  1.567  0.959  2.915  0.039
B  0.814  1.611  1.967  0.047
F  1.461  2.654  1.372  -0.015
O  -0.809  -1.053  2.586  -0.071
S  -2.242  -0.832  3.097  0.076
C  -2.540  -2.181  4.208  0.001
C  -1.727  -3.304  4.178  0.002
C  -1.973  -4.322  5.086  0.001
C  -3.003  -4.200  6.011  0.000
C  -3.792  -3.059  6.040  0.000
C  -3.559  -2.033  5.137  -0.004
C  -3.291  -1.281  1.729  -0.005
C  -4.118  -0.282  1.237  0.025
C  -4.927  -0.551  0.138  0.011
C  -4.898  -1.809  -0.443  -0.004
C  -4.062  -2.803  0.062  0.008
C  -3.252  -2.545  1.152  0.010
H  -0.904  -3.360  3.477  0.002
H  -1.354  -5.209  5.079  0.000
H  -3.181  -4.994  6.723  0.000
H  -4.579  -2.960  6.775  0.000
H  -4.163  -1.133  5.154  -0.001
H  -4.126  0.697  1.705  -0.023
H  -5.582  0.217  -0.252  0.000
H  -5.537  -2.023  -1.289  0.000
H  -4.055  -3.786  -0.390  0.000
H  -2.602  -3.313  1.551  -0.002
C  1.483  -2.446  0.812  0.093
N  0.859  -2.871  -0.430  0.001
C  1.685  -3.772  -1.222  -0.002
C  -0.221  -2.247  -0.942  0.052
N  -0.714  -1.131  -0.443  0.016
N  -0.789  -2.839  -2.042  -0.003
C  -1.072  -4.266  -2.055  -0.001
C  -1.599  -2.050  -2.946  0.000
H  2.309  -1.760  0.616  -0.041
H  1.877  -3.326  1.322  0.003
H  0.763  -1.976  1.465  -0.043
H  2.729  -3.480  -1.098  0.000
H  1.430  -3.700  -2.275  0.001
H  1.579  -4.806  -0.887  0.000
H  -1.595  -0.933  -0.910  0.018
H  -0.699  -4.737  -1.149  0.000
H  -0.619  -4.757  -2.919  0.000
H  -2.153  -4.424  -2.102  0.001
H  -1.167  -1.060  -3.071  0.001
H  -2.642  -1.964  -2.610  0.000
H  -1.597  -2.531  -3.924  0.000
C  3.284  5.518  -2.547  0.029
C  3.440  5.064  -1.245  -0.015
C  3.168  3.742  -0.929  0.014
C  2.730  2.847  -1.910  0.085
C  2.596  3.314  -3.219  0.020
C  2.877  4.637  -3.537  -0.015
Ge  2.343  0.994  -1.403  0.192
C  3.989  0.268  -0.623  0.063
C  5.069  -0.028  -1.459  -0.021
C  6.261  -0.508  -0.935  0.005
C  6.398  -0.681  0.436  0.000
C  5.345  -0.364  1.279  0.000
C  4.146  0.102  0.752  0.015
C  1.947  -0.035  -3.036  0.271
C  1.046  0.423  -4.007  0.021
C  0.748  -0.327  -5.135  -0.025
C  1.326  -1.577  -5.309  0.033
C  2.203  -2.062  -4.350  -0.014
C  2.503  -1.300  -3.226  0.003
H  3.490  6.553  -2.792  0.002
H  3.778  5.742  -0.471  -0.001
H  3.309  3.404  0.087  -0.002
H  2.308  2.642  -4.016  0.008
H  2.787  4.975  -4.562  0.000
H  4.988  0.127  -2.529  -0.007
H  7.086  -0.739  -1.596  0.000
H  7.329  -1.053  0.844  0.000
H  5.455  -0.470  2.351  -0.001
H  3.334  0.344  1.426  -0.069
H  0.578  1.394  -3.896  0.022
H  0.072  0.067  -5.884  0.000
H  1.101  -2.165  -6.189  0.002
H  2.667  -3.032  -4.483  0.001
H  3.205  -1.689  -2.498  -0.004

Computed, not measured: C47H46ClF13INO4S as an isolated structure in a non-equilibrium geometry, with ωB97M-V/def2-TZVPD.

Highest occupied orbital energy in hartree: -0.328
Energy relative to the best compared isomer or geometry (same formula, charge and spin) in kJ/mol: 0.0

Last column: Löwdin charge in e.
Element x y z (Å)
C  4.792  -0.896  2.282  -0.143
C  3.946  -2.167  2.115  -0.243
C  2.720  -2.354  1.191  -0.412
F  3.115  -2.881  -0.050  -0.023
C  1.579  -1.298  0.915  -0.502
I  1.472  -0.328  2.857  1.252
C  1.643  -0.188  -0.320  -0.151
C  1.653  1.354  0.164  -0.180
C  0.636  2.473  0.562  -0.665
C  -0.263  2.976  -0.585  -0.111
Cl  -0.252  2.532  2.132  0.606
C  3.122  -0.236  -1.107  -0.271
F  3.578  1.022  -1.452  0.076
F  4.012  -0.704  -0.218  0.101
C  3.532  -0.936  -2.487  -0.313
F  4.877  -0.787  -2.509  0.150
F  3.266  -2.233  -2.554  0.147
C  2.977  -0.233  -3.797  -0.586
F  2.122  0.748  -3.504  0.155
F  2.348  -1.096  -4.548  0.195
F  3.944  0.279  -4.497  0.212
C  0.423  -0.366  -1.295  -0.165
C  0.426  -1.383  -2.488  -0.068
C  0.963  -2.794  -2.483  -0.270
O  0.718  -3.497  -3.410  0.082
C  -0.927  -0.624  -0.588  -0.278
C  -1.470  0.147  0.589  -0.181
C  -2.808  -0.388  1.063  -0.208
N  -3.172  -0.483  2.268  0.143
O  -0.929  -2.029  -0.223  -0.187
S  0.078  -2.532  0.888  0.608
O  -0.564  -2.453  2.157  -0.317
O  0.554  -3.784  0.403  -0.241
H  4.252  0.028  2.063  0.017
H  5.125  -0.823  3.323  0.078
H  5.682  -0.912  1.645  0.075
H  4.605  -2.966  1.742  0.127
H  3.640  -2.522  3.105  0.093
H  2.197  -3.176  1.692  0.115
H  1.905  1.837  -0.778  0.105
H  2.522  1.465  0.817  0.087
H  1.347  3.292  0.732  0.095
H  -0.972  3.710  -0.193  0.078
H  -0.839  2.200  -1.089  0.056
H  0.366  3.477  -1.328  0.093
H  0.331  0.588  -1.829  0.131
H  0.818  -0.909  -3.389  0.101
H  -0.624  -1.553  -2.767  0.140
H  1.573  -3.162  -1.662  0.102
H  -1.679  -0.549  -1.386  0.161
H  -0.796  0.152  1.441  -0.002
H  -1.669  1.182  0.310  0.087
H  -3.531  -0.655  0.280  0.124
H  -2.406  -0.233  2.898  0.048
F  -2.467  1.453  4.563  0.028
C  -3.580  2.153  4.888  -0.291
C  -4.584  2.279  3.949  -0.035
C  -5.722  2.994  4.295  -0.072
C  -5.836  3.566  5.554  -0.092
C  -4.807  3.423  6.476  -0.089
C  -3.663  2.709  6.148  -0.020
H  -4.471  1.818  2.976  0.106
H  -6.523  3.096  3.575  0.108
H  -6.726  4.120  5.819  0.102
H  -4.894  3.867  7.459  0.105
H  -2.850  2.579  6.850  0.120
F  -7.407  -0.594  3.345  0.046
C  -6.804  -1.483  4.168  -0.279
C  -5.540  -1.196  4.637  -0.016
C  -4.932  -2.110  5.485  -0.075
C  -5.583  -3.284  5.839  -0.099
C  -6.854  -3.545  5.346  -0.090
C  -7.480  -2.639  4.502  -0.021
H  -5.046  -0.285  4.336  0.079
H  -3.940  -1.903  5.865  0.105
H  -5.101  -3.996  6.496  0.099
H  -7.364  -4.460  5.617  0.102
H  -8.471  -2.817  4.107  0.115
F  0.183  5.639  2.378  0.021
C  -0.194  5.875  3.653  -0.303
C  -1.527  5.732  3.981  -0.019
C  -1.909  5.960  5.296  -0.081
C  -0.967  6.326  6.248  -0.094
C  0.366  6.461  5.886  -0.084
C  0.767  6.232  4.577  -0.017
H  -2.240  5.444  3.221  0.117
H  -2.948  5.848  5.574  0.100
H  -1.271  6.504  7.270  0.101
H  1.103  6.746  6.625  0.104
H  1.800  6.324  4.272  0.117
F  1.863  -8.846  -7.175  0.048
C  2.419  -7.815  -6.500  -0.290
C  3.767  -7.570  -6.664  -0.024
C  4.330  -6.509  -5.968  -0.089
C  3.549  -5.723  -5.132  -0.093
C  2.194  -5.993  -4.986  -0.070
C  1.618  -7.050  -5.677  -0.011
H  4.354  -8.200  -7.319  0.114
H  5.386  -6.298  -6.083  0.102
H  3.994  -4.898  -4.592  0.096
H  1.589  -5.376  -4.333  0.079
H  0.565  -7.282  -5.586  0.118
F  0.386  3.024  -6.971  0.053
C  1.528  2.652  -7.590  -0.282
C  1.663  2.898  -8.940  -0.016
C  2.842  2.512  -9.562  -0.082
C  3.852  1.893  -8.838  -0.092
C  3.686  1.657  -7.480  -0.078
C  2.514  2.040  -6.843  -0.015
H  0.861  3.378  -9.484  0.118
H  2.971  2.697  -10.620  0.105
H  4.767  1.595  -9.331  0.102
H  4.469  1.173  -6.913  0.098
H  2.358  1.878  -5.786  0.094

For each record above, in turn, the calculated E_tot values are -5911.6801 -4628.4262 Ha.